Record 1
10
Properties=species:S:1:pos:R:3:forces:R:3 method="wB97M-V/def2-TZVPD" e_tot_ha=-342.3134 total_charge=0 relative_energy_ev=3.8798 largest_force_ev_per_a=0.7
O -1.66601 0.99184 -1.04979 0.5 -0.3 0.4
C -0.73674 0.55586 -0.45180 -0.4 0.2 -0.5
C 0.29787 -0.41728 -1.01592 -0.1 0.1 -0.2
O 1.32178 -0.80476 -0.16238 0.0 -0.2 0.2
C -0.13338 0.12311 1.74556 -0.1 0.4 -0.1
O -0.50574 1.02972 0.87562 0.2 -0.2 0.2
H 0.75041 0.10086 -1.86802 -0.1 0.0 0.0
H -0.28179 -1.25908 -1.42590 0.1 0.1 0.1
H 0.07262 0.71161 2.66261 -0.2 -0.1 -0.1
H 0.88097 -1.03187 0.69003 0.2 -0.1 -0.2

---

Record 2
12
Properties=species:S:1:pos:R:3:forces:R:3 method="wB97M-V/def2-TZVPD" e_tot_ha=-414.4176 total_charge=-1 relative_energy_ev=4.3321 largest_force_ev_per_a=5.4
C 1.31768 0.46857 -0.77482 -0.4 -0.4 1.4
C -1.91535 0.31458 0.66770 -0.2 1.7 -0.6
N 0.98200 -1.51264 0.50820 -4.7 2.2 1.8
N 0.57517 -0.13975 0.11398 -0.8 -2.3 0.8
O 2.41176 0.14539 -1.27123 -0.6 0.6 -0.3
O 0.73574 1.70957 -1.00937 0.6 1.5 -1.5
O -1.73083 1.48180 1.04238 -0.7 -2.6 -0.6
H -2.18919 0.09418 -0.44941 0.7 0.2 1.7
H -2.07810 -0.56975 1.37336 0.6 1.0 -0.6
H 1.81285 -1.74380 0.14725 3.7 -1.2 -2.2
H 0.20775 -2.14024 0.24369 1.0 0.4 -0.1
H -0.12946 1.89208 -0.59173 0.8 -1.0 0.2

---

Record 3
9
Properties=species:S:1:pos:R:3:forces:R:3 method="wB97M-V/def2-TZVPD" e_tot_ha=-2707.4913 total_charge=+1 relative_energy_ev=4.2386 largest_force_ev_per_a=4.5
C -0.19067 0.60461 0.71452 0.2 -0.7 -1.5
C 0.56277 0.31395 -0.51422 -2.1 0.1 -1.7
N -0.29753 -0.76368 0.04834 2.3 2.0 1.7
Br 2.39381 0.27215 -0.58656 -0.1 -0.2 -0.3
H 0.44167 0.56666 1.58832 -0.4 0.1 0.4
H -1.07924 1.18255 0.63901 -0.5 0.5 0.3
H -0.73581 0.50946 -2.12987 1.9 0.1 1.8
H -0.04695 -1.51639 0.59594 2.4 -1.7 2.0
H -1.04805 -1.16932 -0.35549 -3.7 -0.1 -2.6

---

Record 4
33
Properties=species:S:1:pos:R:3:forces:R:3 method="wB97M-V/def2-TZVPD" e_tot_ha=-582.3152 total_charge=0 relative_energy_ev=1.3747 smiles=CCc1ccccc1.Cc1ccccc1 largest_force_ev_per_a=3.6
C -2.63874 -1.66581 0.06301 -1.0 0.1 0.1
C -3.12598 -0.90423 1.33012 -1.4 -1.4 -0.9
C -2.85387 0.56131 1.24191 1.2 0.9 0.8
C -3.20012 1.39741 0.17776 -0.3 -1.2 -1.8
C -2.58207 2.60497 -0.12037 1.3 1.0 2.9
C -1.58642 3.06069 0.81153 -1.1 -0.4 -1.0
C -1.26508 2.26171 1.88191 0.4 0.1 1.0
C -1.96725 1.10109 2.17032 0.0 -0.3 0.0
H -3.27640 -1.25171 -0.74662 0.9 -0.5 0.0
H -2.86975 -2.73111 0.17394 -0.2 0.1 0.0
H -1.57169 -1.64148 -0.13936 0.1 0.6 -0.1
H -4.21223 -1.15653 1.33408 0.5 0.5 0.2
H -2.71333 -1.42942 2.19312 0.2 0.7 0.3
H -3.86743 0.92575 -0.55466 0.0 0.5 0.1
H -2.81467 3.36846 -0.83707 -0.6 -0.5 -0.8
H -1.17677 4.07163 0.77150 0.2 -0.4 -0.5
H -0.42270 2.51909 2.52574 -0.4 0.3 0.1
H -1.85396 0.59184 3.12903 0.5 -0.1 -0.4
C 4.40984 -0.06272 0.38778 -0.4 2.3 0.2
C 3.34160 -0.64862 -0.52024 2.0 -0.7 2.0
C 3.06014 -0.11174 -1.74364 -1.3 0.5 -0.8
C 2.01723 -0.64805 -2.53028 1.9 0.1 0.0
C 1.53373 -1.91922 -2.20817 0.3 1.6 -0.4
C 1.97040 -2.48758 -1.02816 0.1 -1.4 1.5
C 2.88078 -1.91232 -0.11822 -1.9 1.5 -2.6
H 4.54719 1.03785 0.37565 -0.4 -0.1 -1.2
H 5.38639 -0.41183 0.07608 0.2 -0.6 0.8
H 4.12415 -0.02076 1.45312 0.5 -1.5 -0.2
H 3.61362 0.76777 -2.08421 -0.4 -0.1 0.2
H 1.81847 -0.07652 -3.43672 -0.4 -0.6 0.0
H 0.86203 -2.38104 -2.91664 -0.2 -0.3 0.4
H 1.55709 -3.44635 -0.74062 0.0 -0.2 -0.2
H 3.11323 -2.30617 0.84490 0.1 -0.4 0.3